{"formula": "C33H32O29Pd3", "method": "wB97M-V/def2-TZVPD", "species": ["Pd", "Pd", "Pd", "C", "C", "C", "O", "C", "C", "C", "O", "O", "O", "H", "H", "C", "C", "C", "O", "C", "C", "C", "O", "O", "O", "H", "H", "C", "C", "O", "C", "O", "O", "H", "H", "H", "H", "C", "C", "O", "C", "O", "O", "H", "H", "H", "H", "C", "C", "O", "C", "O", "O", "H", "H", "H", "H", "C", "C", "O", "C", "O", "O", "H", "H", "H", "H", "C", "C", "O", "C", "O", "O", "H", "H", "H", "H", "C", "C", "O", "C", "O", "O", "H", "H", "H", "H", "C", "C", "O", "C", "O", "O", "H", "H", "H", "H"], "positions_angstrom": [[-2.362, -5.044, -0.904], [-0.702, 3.148, 0.088], [-2.381, -4.498, 3.749], [-0.970, -0.620, 2.382], [-1.351, -1.918, 1.867], [-1.336, -2.119, 0.317], [-1.741, -3.164, -0.293], [-0.984, -0.979, -0.548], [-0.535, 0.145, 0.016], [-0.621, 0.406, 1.557], [-0.462, 1.581, 2.040], [-0.134, 1.083, -0.826], [-1.760, -2.841, 2.585], [-0.916, -0.596, 3.461], [-1.034, -1.226, -1.598], [-5.681, 0.860, -1.602], [-4.706, 1.801, -1.521], [-3.861, 1.943, -0.296], [-3.162, 3.001, 0.013], [-3.885, 1.029, 0.681], [-4.656, -0.105, 0.696], [-5.710, -0.143, -0.445], [-6.409, -1.200, -0.432], [-4.598, -1.007, 1.489], [-4.561, 2.632, -2.511], [-6.325, 0.781, -2.466], [-3.287, 1.168, 1.569], [-3.462, -0.993, -3.457], [-3.723, -1.117, -4.897], [-2.830, -0.210, -5.375], [-2.495, 0.714, -4.423], [-2.145, 1.830, -4.697], [-3.072, 0.352, -3.342], [-2.554, -1.520, -3.164], [-4.386, -1.244, -2.935], [-4.745, -0.781, -5.076], [-3.614, -2.103, -5.350], [1.842, -1.253, -3.498], [1.644, 0.233, -3.881], [2.543, 0.447, -4.949], [3.104, -0.747, -5.308], [3.985, -0.938, -6.159], [2.624, -1.713, -4.582], [0.902, -1.800, -3.423], [2.298, -1.395, -2.518], [2.034, 0.856, -3.076], [0.631, 0.423, -4.236], [1.724, -7.056, -3.485], [2.164, -5.665, -3.853], [1.189, -4.849, -3.267], [0.657, -5.440, -2.213], [-0.074, -4.978, -1.286], [1.088, -6.684, -2.230], [2.631, -7.660, -3.472], [1.129, -7.605, -4.214], [2.224, -5.573, -4.938], [3.140, -5.416, -3.435], [2.738, -0.483, 3.168], [2.649, -0.962, 1.722], [4.049, -0.977, 1.319], [4.883, -0.910, 2.472], [6.071, -1.095, 2.482], [4.104, -0.604, 3.535], [2.132, -1.221, 3.693], [2.526, 0.583, 3.257], [2.230, -0.124, 1.163], [2.231, -1.918, 1.408], [2.344, 3.036, 4.882], [2.491, 3.252, 3.409], [2.382, 4.639, 3.243], [1.893, 5.230, 4.327], [1.886, 6.464, 4.559], [1.784, 4.259, 5.325], [3.331, 3.034, 5.345], [1.581, 2.313, 5.170], [1.688, 2.718, 2.900], [3.434, 2.968, 2.941], [-2.477, 2.507, 5.533], [-3.330, 1.490, 4.691], [-3.843, 2.301, 3.597], [-3.232, 3.514, 3.558], [-3.674, 4.393, 2.866], [-2.327, 3.570, 4.527], [-1.467, 2.169, 5.764], [-2.989, 2.975, 6.374], [-4.181, 1.120, 5.262], [-2.757, 0.665, 4.267], [5.204, 2.822, -0.393], [4.703, 1.487, -0.997], [3.353, 1.772, -1.093], [3.001, 2.571, -0.069], [1.870, 2.851, 0.340], [4.114, 2.992, 0.497], [5.221, 3.396, -1.320], [6.098, 2.921, 0.222], [4.852, 0.683, -0.276], [5.109, 1.367, -2.001]], "forces_ev_per_a": [[0.5108, -0.5018, -0.1457], [0.1356, -0.5220, 0.4132], [0.0831, 0.3427, -0.1802], [-0.5253, -4.3486, -0.2647], [0.3310, 1.3804, -0.2282], [-1.6474, -1.5388, -1.5043], [0.9965, 3.3081, 2.3503], [-0.6277, -4.0042, 0.5646], [1.6462, 5.1084, -1.1026], [0.4423, 3.7622, -0.0841], [-0.1635, -1.7486, -2.2271], [-1.2288, -1.6305, 2.5997], [-0.0303, -0.6715, 0.0716], [-0.1404, 0.5562, 0.0217], [0.1583, 0.5616, -0.1416], [-0.7180, -2.6067, 2.4145], [1.0107, 3.9726, -3.2139], [1.6834, 4.2381, -0.1142], [-0.9830, -1.7049, -1.7555], [2.0371, -0.5810, 3.0592], [-2.5596, -0.8704, -1.5531], [-2.2143, -3.8244, -1.1481], [1.6539, 3.5876, -0.6767], [0.4373, -0.5956, 0.6156], [-0.0653, -1.6548, 2.3565], [-0.1292, -0.0599, 0.0892], [0.2207, 0.4072, 0.0059], [0.0884, -1.3541, 0.9871], [-1.3317, -0.8610, -0.2372], [2.6416, 1.0654, -2.2589], [-1.6368, 2.9670, -4.4629], [1.1768, -1.3828, 0.7626], [-0.9075, -0.1836, 4.3068], [-0.3976, -0.9013, 0.3028], [0.4677, 0.2062, 0.7652], [-0.1985, 0.1093, -0.3564], [0.2518, 0.0524, 0.1466], [-0.7453, 0.7622, -0.1209], [0.3230, -0.2609, 0.7053], [0.8005, -0.8427, -0.9376], [3.4668, 1.1009, -3.3538], [-3.0287, 1.0943, 2.5517], [-0.6901, -2.4401, 1.5526], [-0.0613, -0.1359, -0.4980], [0.6998, 0.0473, -0.2052], [-0.8664, 0.2962, 0.0553], [0.0450, 0.3963, 0.3198], [1.1435, 0.9298, -0.3496], [1.0395, -0.9386, -1.6172], [-1.7083, 2.7863, 0.6408], [-0.0986, -0.6250, 0.8814], [1.6219, -0.8701, -2.9936], [-0.8168, -2.4782, 1.2328], [-0.1381, -0.2073, 1.3742], [-1.0025, 0.5181, 0.4430], [-0.2799, 0.6421, 0.1281], [-0.0731, 0.0259, 0.1214], [-0.0221, -1.0795, -0.3177], [2.0517, 1.7275, -1.2503], [0.7389, -0.2152, 1.2253], [0.5107, -0.3893, -0.9012], [-2.3636, 0.4910, -0.2022], [0.4721, -0.5563, -0.0920], [-0.0328, 0.7857, 1.0184], [-0.7380, -0.3437, 0.2157], [-0.4879, -0.3238, -0.4326], [-0.2498, -0.0081, 0.6965], [0.2991, 1.0076, 0.7353], [-0.3119, -0.9727, -0.9871], [-0.5122, 0.8861, -1.1613], [1.9427, 3.8021, 3.1668], [-0.9045, -5.1447, -1.3761], [-1.0972, 1.9714, -0.6205], [-0.1508, -1.0124, 0.3853], [0.8076, -0.6399, 0.0045], [-0.1481, 0.2899, -0.4128], [0.0445, -0.1697, 0.3597], [-0.3603, 0.3491, -2.2587], [-0.1158, 1.0084, 0.3346], [0.1722, -1.2745, 0.3537], [-2.1317, 0.5507, 0.5983], [1.5533, -0.8062, 0.2471], [1.0372, 0.5508, 0.5011], [-0.2638, -0.0103, 0.1926], [0.0374, -0.3955, 0.0376], [0.0680, -0.0781, -0.1622], [0.0800, 0.0616, 0.1156], [0.2038, -1.8460, -0.8443], [2.9311, 0.1932, 0.5461], [-3.1255, 0.1071, -0.2252], [-1.4895, 0.4072, 0.6684], [2.2062, -0.8739, -1.2701], [-0.6388, 2.0721, 1.0011], [-0.2212, 1.4369, 0.7406], [0.0287, -0.4338, -0.4978], [0.1313, -0.4258, -0.4877], [-0.0504, -0.5786, 0.2472]], "total_charge": 2, "multiplicity": 7, "homo_ev": [-13.81, -13.81], "total_energy_ha": -3841.25097, "homo_lumo_gap_ev": [6.074, 4.365]}